# 1
The following is a DFT calculation (the ωB97M-V functional and the def2-TZVPD basis) of a molecular structure, C24H50BBr2F4KN2O14.

```
! RIJCOSX wB97M-V def2-TZVPD def2/J DEFGRID3
* xyz 0 1
K 0.67086 4.44867 1.35178
B -0.20093 1.41884 1.95021
F -1.01974 1.94313 0.92208
F 1.10568 1.32079 1.42947
F -0.14521 2.32148 3.04146
F -0.67775 0.17169 2.32627
C -2.67437 -8.16401 1.59759
C -2.33975 -7.39180 0.35741
O -2.71473 -6.02861 0.46884
C -1.80799 -5.24180 1.05640
O -0.74128 -5.59149 1.47626
O -2.28392 -4.01157 1.09487
C -1.43758 -3.04216 1.75913
H -3.72137 -8.07019 1.89683
H -2.07209 -7.84421 2.44879
H -2.53176 -9.23361 1.42119
H -2.91074 -7.81271 -0.46872
H -1.28260 -7.46983 0.11842
H -0.44332 -3.10460 1.31599
H -1.41312 -3.29241 2.81570
H -1.86409 -2.07287 1.54488
C 0.92546 -1.56781 -6.10487
C -0.18760 -0.58591 -5.82925
O -0.59505 -0.67421 -4.45858
C 0.21094 -0.10325 -3.56498
O 1.19930 0.54949 -3.80442
O -0.27611 -0.31752 -2.34494
C 0.63350 -0.05885 -1.28480
H 1.79972 -1.30794 -5.51022
H 1.24154 -1.52503 -7.14913
H 0.55185 -2.57424 -5.92745
H -1.02603 -0.86802 -6.45849
H 0.11649 0.44026 -6.02918
H 0.12340 -0.36331 -0.37344
H 1.01310 0.95420 -1.23138
H 1.49760 -0.74164 -1.27400
C -6.75189 2.69928 -5.19897
C -5.46316 3.45755 -5.03892
O -4.87360 3.01709 -3.78591
C -3.58317 3.25742 -3.66073
O -2.90649 3.85717 -4.44924
O -3.16735 2.72806 -2.50452
C -1.76273 2.86266 -2.23426
H -7.03064 2.65740 -6.24811
H -7.54578 3.18144 -4.62678
H -6.65864 1.71080 -4.75167
H -5.66818 4.52046 -4.89480
H -4.76910 3.31363 -5.85978
H -1.45097 3.91225 -2.17309
H -1.15689 2.45500 -3.05035
H -1.56546 2.31370 -1.32217
C 3.92623 -2.05175 3.19114
C 3.98001 -1.86281 1.71086
O 5.25865 -2.36130 1.24814
C 5.90884 -1.75821 0.23183
O 5.48541 -0.96327 -0.57887
O 7.13012 -2.27580 0.16305
C 7.96921 -1.71161 -0.83086
H 4.19342 -3.05391 3.53699
H 2.89871 -1.94688 3.55296
H 4.51417 -1.33046 3.76361
H 3.81539 -0.82083 1.46596
H 3.21000 -2.45748 1.21612
H 7.47642 -1.72942 -1.80852
H 8.89114 -2.26311 -0.76865
H 8.08558 -0.63261 -0.66887
C 5.00479 2.60673 -2.60591
O 4.87317 3.07640 -3.71982
N 4.02704 2.59338 -1.66899
C 4.20827 1.87795 -0.43761
C 2.74631 3.16564 -2.04877
H 5.93464 2.13917 -2.24462
H 3.63170 0.95405 -0.37425
H 3.87484 2.50446 0.40198
H 5.24134 1.58596 -0.28390
H 2.31395 2.51121 -2.82175
H 2.00793 3.14903 -1.24514
H 2.84348 4.14310 -2.51311
C -4.04812 0.86285 2.25515
O -5.06752 0.59908 1.66601
N -3.98342 1.69359 3.33416
C -2.83977 1.73338 4.18129
C -5.13653 2.42335 3.76623
H -3.05604 0.49101 1.96611
H -2.23613 2.64400 4.16333
H -2.20018 0.86264 4.06382
H -3.10942 1.62704 5.24284
H -5.81924 2.57596 2.93139
H -5.72657 1.96092 4.56645
H -4.81350 3.40546 4.12768
Br -1.07834 0.72824 7.38795
C 0.61997 1.68721 7.32494
C 0.96053 2.15364 5.93031
Br 2.49368 3.36459 6.02526
H 1.37915 1.09489 7.81441
H 0.40826 2.56871 7.92717
H 0.14675 2.63554 5.40554
H 1.28742 1.34744 5.27655
*
```

Properties
Kohn-Sham gap in eV: 7.5
E_HOMO in eV: -8.828
LUMO in eV: -1.4
M in g mol⁻¹: 876.374

***

# 2
The following is a DFT calculation (the ωB97M-V functional and the def2-TZVPD basis) of a molecular structure, C57H50BrN13O2Ti.

```
! RIJCOSX wB97M-V def2-TZVPD def2/J DEFGRID3
* xyz 0 1
Ti -1.69293 0.75375 0.29737
N -6.43626 2.38561 2.00285
C -5.32843 2.56474 1.23259
N -4.14323 2.23759 1.57492
C -3.92616 1.65001 2.81453
N -2.76291 1.21364 3.17895
N -1.73799 1.22078 2.28350
C -0.50779 1.15129 2.81250
C 0.55691 1.34313 1.93113
C 1.92158 1.38370 2.32756
C 2.86685 1.79384 1.43611
C 2.45194 2.23601 0.15395
C 1.13551 2.11135 -0.19153
N 0.19006 1.59390 0.61941
C -5.03023 1.60436 3.77166
C -4.87492 1.21946 5.10253
C -5.96058 1.18643 5.95699
C -7.22196 1.55247 5.50043
C -7.39743 1.93859 4.18414
C -6.30764 1.96526 3.32227
H -7.34548 2.62807 1.64970
H -5.48081 3.03367 0.26527
H -0.35572 1.04635 3.88030
H 2.18223 1.08228 3.33381
H 3.91423 1.81120 1.70814
H 3.16110 2.65423 -0.54641
H 0.79018 2.46525 -1.15507
H -3.88517 0.95623 5.44680
H -5.83014 0.86336 6.98100
H -8.06761 1.55780 6.17463
H -8.37530 2.23130 3.82145
C 0.86607 3.23896 -4.07768
C -0.61966 3.04050 -3.74910
C -1.10667 4.03961 -2.71319
C -0.95545 5.38377 -3.03524
C -1.25840 6.38477 -2.13426
C -1.63068 6.03139 -0.85060
C -1.77260 4.70162 -0.47383
C -2.07308 4.40291 0.97202
C -1.01185 4.99627 1.90423
C -1.60861 3.68386 -1.43614
N -1.91568 2.31617 -1.17780
C -2.56550 1.71128 -2.15565
C -2.47700 0.32297 -2.31001
C -3.02872 -0.56989 -3.24793
C -2.47681 -1.80906 -2.96762
C -1.61815 -1.62421 -1.87090
N -1.59382 -0.34963 -1.48036
H 1.21612 2.42175 -4.71057
H 1.46713 3.25708 -3.16712
H 1.03740 4.17345 -4.61004
H -0.75874 2.01740 -3.40964
H -1.19956 3.15431 -4.66942
H -0.58925 5.63928 -4.02220
H -1.17763 7.42411 -2.42410
H -1.82388 6.80286 -0.11564
H -2.10365 3.33351 1.12016
H -3.05483 4.80859 1.23460
H -0.02445 4.61737 1.63469
H -1.22559 4.70885 2.93421
H -0.99089 6.08519 1.85177
H -3.09576 2.30294 -2.90384
H -3.74052 -0.31687 -4.01790
H -2.65566 -2.73512 -3.49000
H -1.00055 -2.37421 -1.39958
Br 0.94093 -6.91091 -3.35990
C -0.24075 -6.64337 -1.89647
C -0.13248 -7.44475 -0.77074
C -0.99711 -7.24847 0.28740
C -1.97537 -6.24649 0.24292
C -2.04476 -5.43521 -0.90364
C -1.19567 -5.64160 -1.97171
N -2.95158 -6.24980 1.23931
N -3.78298 -5.33371 1.40091
C -3.61785 -4.00388 1.11238
C -4.75065 -3.26815 0.75727
C -4.69613 -1.91601 0.46707
C -3.49890 -1.22058 0.57211
O -3.34882 0.05185 0.29478
C -2.34434 -1.92078 1.01082
N -1.22156 -1.15658 1.14823
C -0.13458 -1.73760 1.61822
C -0.09230 -3.08459 1.98550
C -1.20547 -3.87545 1.82017
C -2.37792 -3.30453 1.29742
H 0.61762 -8.22210 -0.72973
H -0.94013 -7.87507 1.16776
H -2.80820 -4.67251 -0.97250
H -1.27394 -5.02762 -2.85843
H -5.67409 -3.81922 0.63566
H -5.57779 -1.38211 0.13797
H 0.74448 -1.11653 1.72104
H 0.81310 -3.50283 2.40374
H -1.18439 -4.91375 2.11773
C 11.13203 0.47402 0.02994
C 9.77529 -0.11701 -0.24203
C 8.65399 0.69053 -0.38598
C 7.40721 0.13959 -0.62858
C 7.25382 -1.23997 -0.73737
N 5.95814 -1.72829 -0.97543
C 5.51557 -3.02474 -0.94642
O 6.19736 -4.00181 -0.71786
N 4.14428 -3.15174 -1.16547
C 3.24348 -2.13869 -1.53778
C 3.45729 -1.34384 -2.66184
C 2.52862 -0.36526 -2.96915
C 1.42701 -0.20522 -2.14363
N 1.21379 -0.95050 -1.06538
C 2.09228 -1.90261 -0.78685
C 8.37132 -2.06079 -0.61139
C 9.61027 -1.49299 -0.36496
H 11.06817 1.55101 0.17615
H 11.80778 0.28097 -0.80493
H 11.57509 0.03069 0.92245
H 8.75200 1.76624 -0.30595
H 6.53935 0.78221 -0.73445
H 5.25117 -1.01422 -1.03320
H 3.76209 -4.02028 -0.82916
H 4.32455 -1.50739 -3.28805
H 2.65562 0.26158 -3.84093
H 0.66792 0.53546 -2.35746
H 1.88870 -2.51432 0.08635
H 8.26690 -3.13053 -0.69476
H 10.47552 -2.13721 -0.26393
*
```

Properties
Kohn-Sham gap (spin up / spin down) in eV: 4.8 / 4.8
E_HOMO (spin up / spin down) in eV: -5.635 / -5.632
ΔE to the lowest compared entry with this formula, charge and spin in kcal/mol: 47.84
LUMO (spin up / spin down) in eV: -0.8 / -0.8
M in g mol⁻¹: 1076.887

***

# 3
The following is a DFT calculation (the ωB97M-V functional and the def2-TZVPD basis) of a molecular structure, C22H15AuN7OS2.

```
! RIJCOSX wB97M-V def2-TZVPD def2/J DEFGRID3
* xyz 1 1
Au 2.18683 -0.17763 1.49439
S 4.24519 -0.13018 2.49548
C 3.82635 -1.56476 3.38219
S 2.24193 -2.03252 2.83298
C 4.56534 -2.17258 4.32742
C 5.84711 -1.64098 4.67414
N 6.86683 -1.19716 4.96239
C 4.06659 -3.34648 4.97483
N 3.66874 -4.29546 5.48589
N -4.24568 -0.39861 -1.95091
C -5.45172 -1.00801 -2.21900
C -6.51078 -0.66701 -3.05908
C -7.57867 -1.53548 -3.07447
C -7.60176 -2.70432 -2.28592
C -6.55492 -3.03440 -1.45923
C -5.45935 -2.16467 -1.42654
N -4.29347 -2.24602 -0.69692
C -3.60483 -1.18855 -1.03108
C -2.28813 -0.90677 -0.47474
C -1.48129 0.15271 -0.88674
C -0.24881 0.33545 -0.30262
N 0.22504 -0.46433 0.66473
C -0.54412 -1.49847 1.05450
C -1.78369 -1.74546 0.52051
H -3.93352 0.47778 -2.32830
H -6.49979 0.22703 -3.66784
H -8.42623 -1.31742 -3.71022
H -8.46693 -3.35104 -2.33843
H -6.56460 -3.92850 -0.85142
H -1.78288 0.83551 -1.66850
H 0.39431 1.13764 -0.63418
H -0.15502 -2.14816 1.82413
H -2.37184 -2.58531 0.86117
N 6.21184 2.50056 -1.46842
C 5.17546 3.36819 -1.57574
O 5.10937 4.26249 -2.38617
C 4.02114 3.14548 -0.62700
C 3.29153 4.24903 -0.20024
C 2.19955 4.05940 0.62871
C 1.85182 2.77224 0.98769
N 2.53368 1.70400 0.54835
C 3.61109 1.88780 -0.23257
H 7.01103 2.67201 -2.05851
H 6.36210 1.96317 -0.63258
H 3.58900 5.23509 -0.53321
H 1.61778 4.89213 0.99665
H 1.00732 2.57741 1.63667
H 4.12106 0.99515 -0.57227
*
```

Properties
Kohn-Sham gap in eV: 6.3
E_HOMO in eV: -11.141
LUMO in eV: -4.9
M in g mol⁻¹: 654.511